Record 1
This record from OMol25 describes an isolated molecule of CH2O4S in a non-equilibrium geometry. The level of theory is the ωB97M-V functional and the def2-TZVPD basis.

Atoms and positions in Å:
C  1.5809  0.2047  -0.1093
O  2.0802  -0.4676  -1.0356
O  -0.5279  -2.1793  1.3924
O  0.5493  -0.0579  0.5904
O  -1.4035  -1.2366  -0.5951
S  -0.0169  -1.7476  0.1436
H  2.1624  1.2564  0.1906
H  -2.1603  -1.2729  0.0838

Output
**E_LUMO**: 0.166 eV
**Net charge**: 0
**Kohn-Sham gap**: 10.603 eV
**Energy relative to the best compared isomer or geometry (same formula, charge and spin)**: 26.0 kcal/mol

Record 2
This record from OMol25 describes an isolated molecule of C6H10N2O in a non-equilibrium geometry. The level of theory is the ωB97M-V functional and the def2-TZVPD basis.

Atoms and positions in Å:
C  -1.9741  0.6730  -0.7487
C  0.1977  -0.3612  2.1120
C  1.6308  0.4414  0.1338
C  0.1358  -0.0502  0.6127
C  -0.1132  -1.1179  -0.3049
N  1.5806  1.6410  -0.4722
C  0.0116  -1.9478  -1.2906
N  -0.9193  0.7648  0.2118
O  2.5957  -0.2609  0.2948
H  0.6768  2.0951  -0.5175
H  2.4476  2.0802  -0.7396
H  -2.3910  1.6522  -0.9952
H  -1.6675  0.2417  -1.7193
H  -2.8208  0.0562  -0.4070
H  0.1603  0.5937  2.6396
H  -0.6711  -0.9494  2.4061
H  1.1034  -0.9166  2.3534
H  0.5164  -1.7290  -2.2302
H  -0.4999  -2.9064  -1.3390

Output
**E_LUMO (spin up / spin down)**: 0.352 / -0.895 eV
**Net charge**: 0
**Kohn-Sham gap (spin up / spin down)**: 9.404 / 6.395 eV
**Energy relative to the best compared isomer or geometry (same formula, charge and spin)**: 128.9 kcal/mol

Record 3
This record from OMol25 describes a structure of composition C27H35IMgN4P2 in a non-equilibrium geometry. The level of theory is the ωB97M-V functional and the def2-TZVPD basis.

Atoms and positions in Å:
Mg  -0.2177  -2.7278  -0.0387
C  -1.3017  2.0730  -0.9339
C  -1.6304  1.2193  -1.9056
C  -0.9809  0.9856  -3.2320
C  0.2278  0.0390  -3.2239
C  1.2918  0.3027  -2.2000
C  1.6107  1.4574  -1.6126
C  0.9969  2.7916  -1.8747
C  -0.1968  3.0976  -0.9511
C  1.5215  -1.9543  0.8265
H  -1.9847  2.1798  -0.0840
H  -2.5083  0.5813  -1.7474
H  -0.7258  1.9431  -3.7039
H  -1.7579  0.4907  -3.8393
H  -0.1308  -0.9882  -3.0454
H  0.6587  0.0150  -4.2397
H  1.8685  -0.5994  -1.9409
H  2.3470  1.4592  -0.7967
H  0.6863  2.8583  -2.9213
H  1.7598  3.5684  -1.6982
H  0.1505  3.2304  0.0873
H  -0.6247  4.0656  -1.2512
H  1.2576  -1.3225  1.6859
H  1.9247  -1.2891  0.0473
H  2.2410  -2.7212  1.1253
P  1.3537  -1.1790  -8.2539
P  -1.8034  -0.6837  -7.9140
N  2.7585  -0.1323  -8.2404
N  2.1100  -2.4427  -9.3090
N  -2.0670  1.0672  -7.7324
N  -3.4632  -1.0469  -8.3882
C  0.4266  -0.2798  -9.6058
C  -1.0689  -0.6189  -9.6190
C  3.2343  0.4955  -7.0752
C  4.2766  1.3412  -7.4182
C  4.4659  1.2408  -8.8408
C  3.5064  0.3495  -9.3198
C  2.2666  -3.7640  -8.8657
C  2.6824  -4.5486  -9.9353
C  2.8046  -3.6861  -11.0746
C  2.4330  -2.4130  -10.6674
C  -1.8649  1.6982  -6.5004
C  -1.9274  3.0760  -6.6723
C  -2.1821  3.3146  -8.0601
C  -2.2465  2.0720  -8.6864
C  -4.3493  -0.3337  -9.2067
C  -5.4382  -1.1475  -9.5035
C  -5.2135  -2.4116  -8.8568
C  -4.0059  -2.3309  -8.1885
H  0.8541  -0.5360  -10.5843
H  0.5790  0.7998  -9.4554
H  -1.6010  0.1179  -10.2320
H  -1.2448  -1.6082  -10.0703
H  2.7658  0.2785  -6.1255
H  4.8413  1.9671  -6.7387
H  5.2106  1.7567  -9.4293
H  3.2891  0.0363  -10.3271
H  2.0532  -4.0085  -7.8405
H  2.8698  -5.6066  -9.9096
H  3.1325  -3.9662  -12.0656
H  2.3539  -1.5004  -11.2461
H  -1.6924  1.0983  -5.6250
H  -1.8048  3.8171  -5.8963
H  -2.3091  4.2764  -8.5360
H  -2.4024  1.8341  -9.7303
H  -4.1413  0.6872  -9.4819
H  -6.2873  -0.8820  -10.1133
H  -5.8641  -3.2743  -8.8883
H  -3.4657  -3.0456  -7.5875
I  -2.0117  -1.0695  0.8025

Output
**E_LUMO**: -1.384 eV
**Net charge**: 0
**Kohn-Sham gap**: 6.997 eV
**Energy relative to the best compared isomer or geometry (same formula, charge and spin)**: 0.0 kcal/mol

Record 4
This record from OMol25 describes an isolated molecule of C6H9N in a non-equilibrium geometry. The level of theory is the ωB97M-V functional and the def2-TZVPD basis.

Atoms and positions in Å:
C  0.3733  -1.1611  1.3449
C  0.3754  -0.8402  -0.1901
C  0.3549  0.5820  -0.4585
C  1.5044  1.3684  -1.0399
C  -0.9765  0.9978  -0.2818
C  -1.7444  -0.1676  -0.1875
N  -0.9631  -1.2100  -0.4745
H  1.2880  -0.9014  1.8657
H  0.0817  -2.1974  1.5632
H  -0.4464  -0.5556  1.8330
H  1.2755  2.4290  -1.1875
H  1.7075  0.9589  -2.0431
H  2.4397  1.2691  -0.4819
H  -1.3443  2.0069  -0.1409
H  -2.6721  -0.4037  0.3014
H  -1.2535  -2.1752  -0.4224

Output
**SMILES**: Cc1cc[nH]c1C
**E_LUMO (spin up / spin down)**: 0.517 / 0.517 eV
**Net charge**: 0
**Kohn-Sham gap (spin up / spin down)**: 7.710 / 7.716 eV
**Energy relative to the best compared isomer or geometry (same formula, charge and spin)**: 82.3 kcal/mol

Record 5
This record from OMol25 describes an isolated molecule of C14H13N3OS2 in a non-equilibrium geometry. The level of theory is the ωB97M-V functional and the def2-TZVPD basis.

Atoms and positions in Å:
C  3.7515  -0.3718  2.8698
C  2.8026  -1.3553  2.2809
C  3.1170  -2.5788  1.7850
S  1.7108  -3.3883  1.1928
C  0.7774  -1.9700  1.6761
N  1.4779  -1.0376  2.2134
N  -0.5681  -1.9741  1.4477
C  -1.5116  -0.9688  1.5459
O  -2.6421  -1.2054  1.1922
C  -1.0609  0.3563  2.1079
C  -1.7855  1.4979  1.3996
C  -1.4107  1.6109  -0.0342
N  -2.0260  2.3391  -0.8789
C  -1.4836  2.2776  -2.1293
C  -1.9389  2.9567  -3.2548
C  -1.2744  2.7826  -4.4504
C  -0.1652  1.9447  -4.5425
C  0.3048  1.2603  -3.4385
C  -0.3582  1.4303  -2.2358
S  -0.0188  0.7175  -0.6882
H  1.1634  0.6102  -3.5063
H  0.3358  1.8267  -5.4915
H  -1.6175  3.3028  -5.3320
H  -2.7987  3.6015  -3.1701
H  -2.8663  1.3419  1.4495
H  -1.5620  2.4473  1.8938
H  0.0207  0.4546  2.0223
H  -1.3173  0.3631  3.1699
H  -0.9378  -2.8310  1.0498
H  4.0745  -3.0540  1.7314
H  4.7613  -0.7710  2.8699
H  3.7279  0.5516  2.2940
H  3.4539  -0.1378  3.8902

Output
**SMILES**: Cc1csc(NC(=O)CCc2nc3ccccc3s2)n1
**E_LUMO**: 0.495 eV
**Net charge**: 0
**Kohn-Sham gap**: 9.111 eV

Record 6
This record from OMol25 describes a cluster of 13 separate species, C64H167N13O19 in total in a non-equilibrium geometry. The level of theory is the ωB97M-V functional and the def2-TZVPD basis.

Atoms and positions in Å:
C  0.8252  -15.4005  24.0732
C  0.3399  -16.3522  25.1593
C  0.1327  -17.6791  24.5233
O  -0.7068  -17.5329  23.3879
C  -0.7890  -18.6919  22.6424
N  1.2998  -16.5573  26.3141
H  1.7722  -15.7541  23.6792
H  0.9984  -14.4492  24.4838
H  0.1304  -15.2185  23.2101
H  -0.6125  -16.1007  25.7096
H  -0.2493  -18.3879  25.2281
H  1.0450  -18.1885  24.2195
H  0.2065  -18.8854  22.1174
H  -1.6032  -18.6037  21.9041
H  -1.1085  -19.5497  23.2565
H  2.2548  -16.6585  25.9183
H  1.3404  -15.7384  26.8779
C  6.2911  -21.6902  21.2999
C  5.1716  -21.1948  22.2617
C  5.8156  -20.5674  23.5123
O  6.8494  -21.4383  24.1134
C  6.3510  -22.7077  24.4871
N  4.0878  -20.4130  21.6917
H  6.5495  -20.7397  20.7935
H  5.9015  -22.4244  20.5732
H  7.1392  -22.0053  21.8844
H  4.7650  -22.1508  22.7246
H  5.0354  -20.4969  24.2560
H  6.3195  -19.6652  23.2464
H  5.5199  -22.6563  25.1294
H  7.0726  -23.2329  25.0583
H  6.0949  -23.3522  23.6569
H  4.4414  -19.5780  21.3576
H  3.6524  -20.9846  20.9911
C  10.7187  -14.0343  27.5131
C  9.4162  -13.4106  27.9447
C  9.0558  -12.1955  26.9891
O  10.0601  -11.2465  27.4196
C  10.1629  -10.1856  26.5326
N  8.1948  -14.2777  28.0392
H  11.5168  -13.3468  27.6871
H  10.8283  -14.2742  26.4527
H  10.8569  -15.0660  27.9786
H  9.6185  -12.9785  28.9102
H  8.0892  -11.7505  27.1128
H  9.1318  -12.4454  25.9461
H  9.2180  -9.9887  26.1236
H  10.8601  -10.5164  25.7251
H  10.5426  -9.2864  26.9780
H  7.5135  -13.6878  28.5218
H  8.3991  -15.0974  28.6394
C  2.2670  -21.5215  25.9092
C  2.0116  -21.3472  27.4366
C  2.5266  -22.5041  28.2842
O  2.2153  -23.6946  27.6208
C  2.5670  -24.8296  28.3589
N  2.4479  -20.0868  28.0206
H  1.8945  -20.5005  25.5383
H  1.5638  -22.2496  25.4647
H  3.3172  -21.7021  25.7457
H  0.9261  -21.4052  27.5755
H  2.0088  -22.5603  29.2377
H  3.6029  -22.3648  28.4580
H  2.1739  -24.8265  29.3648
H  3.7221  -25.0058  28.3972
H  2.0161  -25.6512  27.9424
H  3.3912  -19.8822  27.6353
H  1.7450  -19.3047  27.7355
C  11.6874  -16.9256  19.6988
C  12.2731  -15.6892  20.3877
C  11.7503  -15.3384  21.7714
O  10.3965  -15.1324  21.7194
C  9.8043  -14.6765  22.9565
N  13.7442  -15.7899  20.6160
H  12.2205  -17.0474  18.7998
H  10.6208  -16.7566  19.6310
H  11.9468  -17.8398  20.2552
H  12.1024  -14.8862  19.7022
H  12.1956  -14.4493  22.1862
H  12.0824  -16.1268  22.3691
H  10.2218  -13.7602  23.3322
H  10.0659  -15.4198  23.7393
H  8.7276  -14.7078  22.7727
H  14.0044  -16.7881  20.6207
H  14.2067  -15.4191  19.7850
C  -0.4601  -12.9919  26.8814
C  0.7011  -12.0902  26.9373
C  0.2178  -10.8042  27.5964
O  1.1854  -9.7506  27.4583
C  0.6714  -8.4361  27.8132
N  1.8065  -12.7672  27.6606
H  -0.1711  -13.9745  26.5297
H  -1.3290  -12.5933  26.2671
H  -0.8926  -13.2453  27.9039
H  1.0208  -11.8732  25.9005
H  0.0199  -10.9224  28.6538
H  -0.7043  -10.4137  27.2060
H  0.1915  -8.5316  28.8188
H  0.0148  -8.0658  27.0362
H  1.5459  -7.8478  28.0218
H  2.5361  -12.0480  27.8946
H  1.4330  -12.9947  28.5715
C  6.2719  -14.1614  24.4994
C  4.8946  -14.2116  25.2141
C  4.6748  -15.5640  25.9454
O  4.1738  -16.4886  25.0049
C  4.2670  -17.8229  25.4832
N  4.5758  -13.1124  26.0343
H  6.2858  -14.6961  23.6014
H  7.0476  -14.4823  25.1446
H  6.3795  -13.1467  24.1188
H  4.1790  -14.2891  24.4042
H  3.8202  -15.6074  26.6945
H  5.4698  -15.9392  26.5263
H  3.9303  -17.9210  26.4970
H  5.2640  -18.2108  25.3977
H  3.6175  -18.4482  24.8084
H  3.6681  -13.2083  26.5298
H  5.3653  -13.0423  26.6862
C  4.0892  -11.9098  22.7178
O  4.7949  -10.7127  22.3563
C  3.9641  -9.5621  22.4641
C  4.6956  -8.3923  21.8527
N  4.9782  -8.7292  20.4849
C  5.7142  -7.7050  19.7623
C  6.1687  -8.2718  18.3779
O  6.9906  -9.3639  18.6347
C  7.8079  -9.7729  17.5339
H  4.6207  -12.7459  22.2909
H  3.0597  -11.8590  22.4304
H  4.0748  -11.9982  23.8331
H  3.5260  -9.3886  23.4573
H  3.1409  -9.7470  21.7547
H  5.6967  -8.2893  22.3811
H  4.1781  -7.4292  21.9671
H  5.3716  -9.6698  20.4606
H  6.6292  -7.4588  20.3395
H  5.1601  -6.6897  19.5979
H  6.7995  -7.5236  17.9516
H  5.3289  -8.5682  17.7976
H  7.7709  -9.0176  16.7506
H  7.4743  -10.7542  17.1974
H  8.8415  -9.8101  17.8923
C  7.2515  -15.3081  19.3677
O  6.7574  -14.0832  19.8089
C  7.7340  -13.0754  19.8558
C  7.0698  -11.9059  20.5764
N  8.0151  -11.0018  21.0459
C  8.4035  -11.1281  22.4511
C  9.2975  -10.0009  22.8442
O  8.6250  -8.7958  22.3473
C  9.4681  -7.7312  22.2649
H  7.9641  -15.8526  20.0797
H  7.7265  -15.1459  18.3452
H  6.4582  -16.0717  19.1998
H  8.1095  -12.7539  18.8375
H  8.6530  -13.3746  20.4056
H  6.4733  -12.2949  21.5198
H  6.4049  -11.3807  19.9115
H  7.8174  -10.0336  20.8773
H  8.9472  -12.0895  22.5078
H  7.5260  -11.2766  23.0898
H  10.2886  -10.0662  22.4530
H  9.4066  -9.8082  23.9003
H  10.3730  -8.0512  21.6892
H  9.6463  -7.3511  23.3038
H  8.9500  -6.9918  21.6886
C  10.3956  -20.8821  23.3184
O  9.6898  -19.7027  23.2611
C  9.7084  -19.0874  22.0399
C  8.8605  -17.7982  21.9288
N  7.4179  -18.1011  22.1445
C  6.5834  -16.9042  22.3843
C  5.1845  -17.1233  21.9754
O  5.0969  -17.4097  20.6370
C  3.7037  -17.4628  20.2790
H  11.3241  -20.7038  22.7524
H  9.7340  -21.7140  22.9142
H  10.6816  -21.1429  24.3506
H  9.3474  -19.7816  21.2666
H  10.8413  -18.9293  21.6722
H  9.0467  -17.2856  20.9547
H  9.2463  -17.0993  22.6267
H  7.0498  -18.5897  21.3388
H  7.0026  -16.1363  21.8367
H  6.5664  -16.7340  23.4440
H  4.6331  -16.1732  22.1984
H  4.7143  -17.8423  22.5565
H  3.1483  -18.0449  21.0815
H  3.6271  -17.8602  19.2867
H  3.3439  -16.4545  20.2614
C  4.2172  -9.3679  29.7982
O  4.8021  -8.8863  28.6662
C  4.8156  -9.8388  27.6843
C  5.2081  -9.3343  26.3246
N  6.5786  -8.8956  26.2692
C  7.0429  -8.4869  24.9446
C  6.6348  -7.1539  24.4404
O  7.3401  -6.1590  25.1549
C  7.5908  -5.0072  24.3452
H  4.7395  -10.3052  30.0690
H  3.1259  -9.3196  29.6662
H  4.4128  -8.7149  30.6481
H  3.8283  -10.3194  27.6525
H  5.5832  -10.5881  28.0239
H  4.5108  -8.5718  26.0098
H  5.1160  -10.1695  25.6421
H  6.7012  -8.1178  26.9359
H  6.6754  -9.3408  24.3546
H  8.1204  -8.5767  24.9144
H  5.5153  -6.9787  24.5734
H  6.8704  -6.9828  23.2815
H  8.0562  -5.3667  23.3773
H  8.3485  -4.3837  24.8352
H  6.7293  -4.5083  23.9265
C  1.9032  -13.3474  31.5742
O  2.8461  -13.4135  30.5246
C  3.4932  -14.6663  30.5487
C  4.6891  -14.6898  29.6733
N  5.4871  -13.4633  29.9554
C  6.3323  -13.4039  31.1107
C  7.0653  -12.0791  31.2043
O  6.4989  -11.3620  32.2189
C  6.7861  -9.9546  32.1928
H  2.3698  -13.4362  32.5742
H  1.1296  -14.0820  31.4673
H  1.3982  -12.3567  31.4974
H  2.7679  -15.5174  30.3575
H  3.7641  -14.8641  31.6427
H  4.4672  -14.6429  28.5530
H  5.3019  -15.4933  29.9558
H  5.0002  -12.5933  29.8652
H  7.1734  -14.1786  31.1183
H  5.7150  -13.5685  32.0136
H  6.8795  -11.5542  30.3101
H  8.1987  -12.1322  31.2960
H  7.2586  -9.6276  33.1098
H  5.9207  -9.3716  32.1563
H  7.4064  -9.7892  31.2573
C  6.3105  -18.9530  29.3238
O  5.8197  -19.7374  28.2717
C  6.9134  -20.3550  27.5561
C  7.6265  -19.4900  26.4656
N  8.0583  -18.1758  26.8188
C  8.8971  -17.4548  25.9173
C  10.3649  -17.8463  26.0877
O  11.1388  -17.1631  25.1592
C  12.4832  -17.1608  25.4928
H  5.5550  -18.1291  29.5322
H  7.2114  -18.4234  29.0446
H  6.4553  -19.4590  30.2587
H  6.5365  -21.2496  27.0864
H  7.6614  -20.6218  28.3047
H  7.0122  -19.3896  25.5290
H  8.4841  -20.1622  26.1853
H  7.3058  -17.6063  27.1257
H  8.9006  -16.3897  26.0553
H  8.5393  -17.5675  24.8789
H  10.6073  -18.9720  26.0028
H  10.5633  -17.5226  27.1213
H  13.0871  -16.6036  24.8412
H  12.7659  -18.2409  25.3874
H  12.5580  -16.9364  26.5146

Output
**E_LUMO**: 0.588 eV
**Net charge**: 0
**Kohn-Sham gap**: 8.604 eV
**Energy relative to the best compared isomer or geometry (same formula, charge and spin)**: 115.7 kcal/mol